i | {
  "formula": "C3H5O2",
  "method": "the ωB97M-V functional and the def2-TZVPD basis",
  "species": ["H", "O", "C", "O", "C", "C", "H", "H", "H", "H"],
  "xyz": [[0.4450, -0.5906, -0.1970], [-1.0952, 0.2966, 0.7818], [-0.6418, -0.5305, 0.0508], [-2.1101, -2.6932, -1.3487], [-1.9039, -3.9457, -1.4962], [-1.6368, -4.5654, -2.7112], [-1.3415, -1.6008, -0.6045], [-1.9135, -4.5568, -0.5790], [-1.7238, -4.0098, -3.6468], [-1.1604, -5.5452, -2.7268]],
  "nbo_charge": [0.083, -0.517, 0.259, -0.506, 0.216, -0.260, 0.179, 0.144, 0.204, 0.197],
  "e_homo_ev": [-8.62, -8.50],
  "s_squared": 0.777,
  "molar_mass_g_mol": 73.1,
  "spin_multiplicity": 2,
  "orbital_gap_ev": [9.460, 6.046]
}

=====

ii | {
  "formula": "C3H5O2",
  "method": "the ωB97M-V functional and the def2-TZVPD basis",
  "species": ["O", "C", "O", "H", "C", "C", "H", "H", "H", "H"],
  "xyz": [[-1.7818, -1.3559, -0.5242], [-2.0905, -0.3292, 0.0850], [-1.4441, 0.5295, 0.6862], [-3.1900, -0.1268, 0.0979], [1.3740, -0.4492, -0.0603], [1.4880, 0.8740, -0.0530], [2.2115, -1.1053, -0.2474], [0.3946, -0.8897, 0.1109], [2.4285, 1.3809, -0.2237], [0.6098, 1.4717, 0.1285]],
  "nbo_charge": [-0.477, 0.560, -0.343, 0.253, -0.381, -0.387, 0.196, 0.191, 0.191, 0.197],
  "e_homo_ev": [-10.04, -10.03],
  "s_squared": 0.757,
  "molar_mass_g_mol": 73.1,
  "spin_multiplicity": 2,
  "orbital_gap_ev": [10.934, 5.947]
}

=====

Out of the structures above, which one is the most stable? Solution: ii.